Record 1
17
Properties=species:S:1:pos:R:3 method="wB97M-V/def2-TZVPD" orbital_gap_ha=0.2589 relative_energy_kj_mol=255.5 charge=-1 total_energy_ha=-363.62712 smiles=[O-]CCCNCO max_force_ev_per_a=1.265 e_homo_ev=-2.868
O -2.0616 0.3279 0.1158
C -1.8033 -0.8625 0.6685
C -0.3651 -0.9729 1.2680
C 0.6875 -0.5568 0.2542
N 0.4010 0.8116 -0.2127
C 0.9450 1.1525 -1.4615
O 1.9187 2.1857 -1.3535
H -1.8820 -1.7575 0.0081
H -2.4867 -1.1107 1.5225
H -0.1759 -2.0016 1.5685
H -0.3379 -0.3029 2.1371
H 1.6846 -0.6698 0.7109
H 0.5602 -1.2417 -0.5853
H -0.6402 0.8747 -0.1513
H 0.1773 1.4809 -2.1797
H 1.4167 0.2918 -1.9037
H 1.9616 2.3515 -0.4060

Record 2
45
Properties=species:S:1:pos:R:3 method="wB97M-V/def2-TZVPD" orbital_gap_ha=0.3061 relative_energy_kj_mol=0.0 charge=0 total_energy_ha=-1212.77081 smiles="O=C(CN1CCN(c2ccccc2F)CC1)c1c[nH]c2ccc(F)cc12" max_force_ev_per_a=0.790 e_homo_ev=-7.907
O -1.7391 -0.8217 2.1643
C -1.7327 -1.4876 1.1470
C -0.7394 -2.6389 0.9879
N 0.5904 -2.1710 0.6243
C 0.6551 -1.4883 -0.6517
C 2.1211 -1.3027 -1.0498
N 2.7880 -0.5208 -0.0353
C 3.9228 0.2015 -0.3662
C 4.6205 0.0177 -1.5658
C 5.7101 0.7988 -1.9032
C 6.1591 1.7925 -1.0531
C 5.4926 2.0036 0.1421
C 4.3990 1.2291 0.4616
F 3.7634 1.5092 1.6292
C 2.6944 -1.1638 1.2618
C 1.2293 -1.3545 1.6408
C -2.5928 -1.1738 0.0120
C -2.7959 -1.8806 -1.1537
N -3.6882 -1.2362 -1.9434
C -4.1012 -0.0852 -1.3233
C -4.9965 0.8901 -1.7420
C -5.2207 1.9536 -0.8949
C -4.5574 2.0213 0.3316
F -4.8166 3.0866 1.1210
C -3.6655 1.0692 0.7691
C -3.4347 -0.0100 -0.0800
H -1.0652 -3.3562 0.2337
H -0.6495 -3.1492 1.9505
H 0.1707 -0.4973 -0.6204
H 0.1539 -2.0974 -1.4078
H 2.5852 -2.2951 -1.1671
H 2.1584 -0.7700 -2.0015
H 4.3146 -0.7646 -2.2420
H 6.2187 0.6175 -2.8384
H 7.0119 2.3990 -1.3131
H 5.7988 2.7765 0.8296
H 3.1794 -2.1530 1.2210
H 3.1889 -0.5649 2.0220
H 0.7501 -0.3694 1.7460
H 1.1660 -1.8730 2.5989
H -2.3734 -2.8140 -1.4732
H -4.0091 -1.5563 -2.8423
H -5.4992 0.8204 -2.6944
H -5.9046 2.7437 -1.1607
H -3.1718 1.1492 1.7230